Record 1
Entry from the Open Molecules 2025 dataset: C28H38Cl2KN4O9S2Sb as an isolated structure in a non-equilibrium geometry (ωB97M-V/def2-TZVPD).

Summary:
ΔE to the lowest compared entry with this formula, charge and spin ... 101.0 kJ/mol
Highest occupied orbital energy ... -2.145 eV
Kohn-Sham gap ... 6.24 eV
Charge ... -2
Lowest unoccupied orbital energy ... 4.09 eV

```
85
Properties=species:S:1:pos:R:3:forces:R:3:lowdin_charge:R:1
K 0.80197 -1.01728 0.16016 -0.4 0.3 0.2 0.77
C 4.84837 0.18729 -1.96296 0.0 0.1 0.2 -0.05
N 4.53875 1.33090 -1.09428 -0.2 0.0 -0.1 -0.12
C 5.48600 1.63079 -0.03694 0.0 -0.2 0.0 -0.04
C 3.32482 1.94046 -1.08835 0.2 -0.1 -0.1 -0.42
O 3.04156 2.89027 -0.36747 0.1 0.0 0.1 0.04
C 2.27128 1.40634 -2.04986 -0.1 -0.1 0.2 -0.11
O 1.16579 0.92975 -1.31452 -0.3 0.8 -0.2 -0.22
C 0.29847 1.92566 -0.76112 -0.2 -0.3 -0.3 -0.09
C -1.13546 1.37868 -0.88595 0.0 0.0 0.0 -0.44
O -1.39882 0.32527 -0.32411 -0.1 0.3 -0.1 -0.09
N -2.08992 2.08894 -1.55471 0.2 0.1 0.1 -0.12
C -3.37839 1.44508 -1.78234 0.1 0.1 -0.1 -0.03
C -1.79215 3.21146 -2.43096 -0.1 -0.2 0.0 -0.05
H 5.87170 -0.10930 -1.74420 0.0 -0.1 0.0 0.08
H 4.80089 0.46426 -3.01853 0.0 0.0 0.0 0.09
H 4.20208 -0.66842 -1.76182 0.0 0.1 0.1 0.06
H 5.65699 0.72906 0.55791 0.0 0.0 0.0 0.09
H 5.07953 2.40676 0.60225 -0.1 0.0 0.0 0.08
H 6.44330 1.96702 -0.44588 0.0 0.0 -0.1 0.08
H 2.59551 0.56273 -2.64232 0.0 -0.1 -0.1 0.09
H 1.97965 2.21571 -2.72554 -0.1 0.1 0.0 0.14
H 0.46002 2.86919 -1.26675 0.0 0.1 0.0 0.10
H 0.50556 2.05997 0.30267 0.0 0.0 0.1 0.13
H -3.43908 0.55117 -1.16977 0.0 0.0 0.0 0.08
H -3.47302 1.17660 -2.84008 0.0 0.0 0.1 0.08
H -4.18807 2.12733 -1.50574 0.0 0.0 0.0 0.08
H -1.03564 3.86209 -2.00753 0.0 0.0 0.0 0.07
H -2.70085 3.80367 -2.54605 0.0 0.0 0.0 0.08
H -1.47877 2.87068 -3.42355 0.0 0.0 0.0 0.09
Cl 5.97852 -3.43207 4.86734 -0.2 0.2 -0.4 0.54
C 5.09148 -2.78548 3.46802 0.2 -0.1 0.0 -0.67
C 5.46522 -3.15958 2.17921 0.2 -0.2 0.0 -0.17
C 4.79506 -2.65365 1.09548 0.0 0.1 0.0 -0.55
Cl 5.27696 -3.20444 -0.51500 -0.2 0.2 0.4 0.63
C 3.70743 -1.69776 1.19853 0.0 0.3 -0.4 -0.42
O 3.13872 -1.21969 0.18036 1.4 -0.4 0.5 -0.18
C 3.34706 -1.36705 2.56406 -0.1 -0.1 -0.3 -0.12
C 2.18601 -0.48966 2.87791 0.7 -0.2 0.0 -0.25
O 1.65344 0.28995 2.12499 0.2 0.4 0.3 -0.07
C 4.03516 -1.92436 3.63452 -0.3 0.2 0.6 -0.10
H 6.27560 -3.86304 2.03187 0.0 0.0 0.0 0.09
H 1.84075 -0.56029 3.92968 0.1 -0.1 0.0 0.13
H 3.71583 -1.65961 4.64107 0.0 0.0 -0.1 0.11
O 0.73791 -2.53231 2.02639 0.2 -0.7 0.6 -0.68
S -0.70993 -2.81349 2.18101 -0.8 -0.4 0.5 0.60
N -1.55381 -2.02026 3.08217 0.0 -0.2 -0.1 -0.49
O -2.25055 0.43305 -5.04506 0.0 0.1 0.0 0.00
C -1.53285 -0.39548 -4.49451 0.5 0.1 0.7 -0.52
N -0.71122 -0.17750 -3.42388 -0.6 0.1 -0.7 -0.03
S 0.05977 -1.50027 -2.97107 0.3 0.0 0.1 0.63
O 1.49360 -1.41005 -3.17834 -0.3 0.0 0.0 -0.30
O -0.33764 -1.98687 -1.66310 -0.5 -0.3 -1.4 -0.41
C -0.61586 -2.57023 -4.19829 0.2 -0.6 -0.1 -0.21
C -0.34954 -3.90717 -4.44561 -0.2 0.1 -0.1 -0.03
C -1.00526 -4.48989 -5.52599 0.0 0.1 0.0 -0.09
C -1.88748 -3.74733 -6.31753 0.1 0.0 0.1 -0.09
C -2.12973 -2.40368 -6.04345 -0.1 -0.2 -0.1 -0.02
C -1.47567 -1.83207 -4.97118 0.0 0.2 0.0 -0.14
H 0.33524 -4.47337 -3.82279 -0.1 0.1 -0.1 0.12
H -0.82765 -5.53324 -5.75986 0.0 0.0 0.0 0.09
H -2.38209 -4.22757 -7.15383 0.0 0.0 0.0 0.09
H -2.80640 -1.80278 -6.63839 0.0 0.0 0.0 0.11
C -2.84162 1.83668 5.58415 0.0 -0.1 0.0 -0.21
C -2.30518 0.61066 4.83622 -0.1 0.0 0.4 -0.46
Sb -1.91694 0.75464 2.71301 0.2 0.1 -0.1 1.43
C -2.61305 2.83215 2.50067 -0.3 0.3 -0.1 -0.45
C -4.11170 3.17058 2.50344 0.1 0.0 0.0 -0.21
C -3.75210 -0.08579 1.93425 -0.2 -0.3 0.1 -0.44
C -4.70563 -0.70375 2.96340 0.1 0.1 -0.1 -0.21
H -2.88987 1.66818 6.66783 0.0 0.0 0.0 0.05
H -3.85097 2.10630 5.26203 0.1 -0.1 0.0 0.04
H -2.21881 2.72482 5.43217 0.0 -0.1 0.0 0.05
H -2.95286 -0.25756 4.96989 0.0 0.1 0.1 0.02
H -1.33092 0.31337 5.23705 -0.1 0.0 0.0 0.03
H -2.16938 3.16191 1.55218 -0.1 0.0 0.1 0.02
H -2.08598 3.39089 3.28140 -0.1 0.0 0.0 0.02
H -4.62959 2.72329 1.65061 0.1 0.0 0.0 0.04
H -4.30006 4.25031 2.44717 0.0 0.0 0.0 0.05
H -4.62303 2.80413 3.39845 0.1 0.0 0.0 0.04
H -3.41292 -0.84182 1.22027 -0.1 0.0 0.1 0.03
H -4.24805 0.70208 1.36263 0.0 -0.1 0.0 0.02
H -4.20416 -1.49085 3.53212 0.0 0.0 -0.1 0.04
H -5.58256 -1.15368 2.48307 0.0 0.0 0.0 0.05
H -5.07474 0.03860 3.68152 0.1 0.0 -0.1 0.05
```
Forces are in eV/Å.

=====

Record 2
Entry from the Open Molecules 2025 dataset: C28H38FeN6O10P2 as an isolated structure in a non-equilibrium geometry (ωB97M-V/def2-TZVPD).

Summary:
Highest occupied orbital energy (spin up / spin down) ... -9.535 / -9.537 eV
Kohn-Sham gap (spin up / spin down) ... 3.23 / 4.11 eV
Spin multiplicity ... 2
Charge ... +1
Lowest unoccupied orbital energy (spin up / spin down) ... -6.30 / -5.42 eV

```
85
Properties=species:S:1:pos:R:3:forces:R:3:mulliken_spin:R:1
Fe -0.35251 0.06758 -0.34814 -1.1 0.0 1.5 0.98
O 5.73337 -0.27717 3.61459 0.4 0.0 0.4 0.00
C 4.67738 0.05607 4.14568 -1.3 -0.1 -1.2 0.00
O 4.26735 0.40791 5.24904 0.4 0.0 0.3 0.00
C 3.45469 0.05418 3.04727 1.2 0.0 1.0 0.00
C 3.69696 -0.36015 1.75308 -0.7 0.1 -0.4 0.00
C 2.66401 -0.24395 0.82700 0.5 -0.2 0.4 0.01
N 1.47786 0.24134 1.16876 -1.1 -0.2 -1.2 0.08
C 1.23713 0.62652 2.41454 0.4 0.0 0.6 0.00
C 2.21486 0.54564 3.40163 -0.5 0.0 -0.6 0.00
C -0.08229 1.21985 2.64249 0.0 0.0 0.0 -0.01
C -0.57488 1.52150 3.90635 -0.2 0.2 0.0 0.00
C -1.79943 2.16006 4.01437 0.1 -0.1 -0.1 0.00
C -2.50284 2.47722 2.86226 0.2 0.1 0.0 0.00
C -1.95898 2.11045 1.64395 -0.3 0.2 -0.3 0.00
N -0.78566 1.49938 1.53988 -0.1 -1.0 -1.1 -0.05
C 2.82517 -0.55748 -0.59767 0.0 0.0 -0.1 0.02
C 3.90717 -1.26697 -1.10668 0.0 0.0 -0.2 0.00
C 3.98826 -1.47338 -2.47344 -0.1 0.0 0.2 0.00
C 2.99887 -0.95229 -3.29382 0.0 0.1 0.0 0.00
C 1.95758 -0.25933 -2.70333 0.0 0.1 -0.3 -0.01
N 1.86638 -0.07784 -1.39054 -0.9 -0.1 0.2 0.04
H 4.67897 -0.73058 1.49592 0.1 0.1 0.1 0.00
H 2.05150 0.87382 4.41831 0.1 0.0 0.1 0.00
H -0.02185 1.26266 4.79637 0.1 0.0 -0.1 0.00
H -2.19562 2.40891 4.98928 0.0 0.0 0.0 0.00
H -3.45494 2.98587 2.91034 0.0 0.0 -0.1 0.00
H -2.47818 2.30164 0.71264 0.0 -0.1 0.0 0.00
H 4.66778 -1.66360 -0.45149 0.0 0.0 0.1 0.00
H 4.81774 -2.02817 -2.88999 0.0 0.0 0.0 0.00
H 3.03208 -1.08038 -4.36580 0.0 0.0 0.0 0.00
H 1.16436 0.17265 -3.29999 0.0 -0.1 0.0 0.00
C -4.45014 -2.44516 2.33066 0.0 -0.1 -0.1 0.00
C -3.32738 -1.56950 1.80014 0.3 0.2 -0.4 0.00
O -3.05148 -0.46183 2.65929 -0.1 -0.1 0.0 0.00
P -1.73423 -2.44126 1.72086 0.2 -0.6 0.5 0.00
O -1.39619 -2.93359 3.18070 -0.1 0.2 -0.1 0.00
O -1.94311 -3.84151 1.02651 -0.1 0.1 0.0 0.00
O -0.63439 -1.64153 1.11414 0.5 1.3 -1.1 -0.02
P -3.65263 -0.93316 0.09441 -0.2 -0.6 0.0 -0.01
O -3.54878 -2.35434 -0.73696 -0.2 0.4 0.0 0.00
O -4.99747 -0.35767 -0.05348 0.1 0.0 0.1 -0.01
O -2.46812 -0.08897 -0.32526 2.0 0.7 -0.3 -0.01
H -4.27861 -2.68253 3.38009 0.0 0.0 0.0 0.00
H -4.50608 -3.37954 1.77336 -0.1 0.0 0.0 0.00
H -5.40000 -1.91933 2.22940 0.0 0.0 0.0 0.00
H -3.79932 0.14750 2.59896 0.0 0.0 0.1 0.00
H -1.37781 -2.21536 3.83168 0.1 -0.1 0.0 0.00
H -2.21140 -3.73851 0.09729 -0.1 0.0 0.0 0.00
H -4.44595 -2.55034 -1.04747 0.1 -0.1 0.0 0.00
C -1.61452 4.98866 -2.72494 0.1 -0.1 0.1 0.00
C -1.87542 3.55277 -3.20767 -0.3 0.5 -0.4 0.00
C -1.30276 3.35897 -4.62118 0.1 -0.1 0.1 0.00
C -3.37733 3.22848 -3.17755 0.0 -0.1 0.1 0.00
C -1.19171 2.63474 -2.30840 0.3 -0.2 0.3 -0.01
N -0.63722 1.91666 -1.60922 0.1 -1.5 0.8 -0.01
H -2.09779 5.68719 -3.40603 0.0 0.0 0.0 0.00
H -0.54659 5.20312 -2.71148 0.0 0.0 0.0 0.00
H -2.01149 5.14684 -1.72297 0.0 0.0 0.0 0.00
H -1.81791 4.02846 -5.30812 0.0 0.0 0.0 0.00
H -1.44118 2.33448 -4.96672 0.0 0.0 0.0 0.00
H -0.23949 3.59566 -4.64265 0.0 0.0 0.0 0.00
H -3.90351 3.91969 -3.83426 0.0 0.0 0.0 0.00
H -3.78146 3.33418 -2.17120 0.0 0.0 0.0 0.00
H -3.56565 2.20945 -3.51496 0.0 0.0 0.0 0.00
C -3.22584 -2.94734 -3.65470 0.0 -0.1 0.0 0.00
N -2.14360 -2.02729 -3.34307 0.1 0.2 0.1 0.00
C -2.45527 -0.62625 -3.59714 0.1 0.0 0.0 0.00
C -1.11307 -2.29782 -2.51379 -0.4 -0.5 -0.1 0.00
O -0.46926 -1.36574 -1.97365 0.4 1.2 1.1 -0.01
N -0.74030 -3.58843 -2.29158 0.1 0.3 0.1 0.00
C -0.80577 -4.63223 -3.30628 0.0 -0.1 -0.1 0.00
C 0.29337 -3.82533 -1.28731 0.1 0.1 0.0 0.00
H -4.17375 -2.44346 -3.46062 0.0 0.0 0.0 0.00
H -3.17908 -3.83480 -3.03076 0.0 0.0 0.0 0.00
H -3.20505 -3.23640 -4.70743 0.0 0.0 0.0 0.00
H -2.97150 -0.55668 -4.55351 0.0 0.0 0.0 0.00
H -1.53292 -0.05194 -3.63326 0.0 0.0 -0.1 0.00
H -3.08452 -0.21450 -2.80285 0.0 0.0 -0.1 0.00
H -1.25863 -4.27123 -4.22310 0.0 0.0 0.0 0.00
H -1.36260 -5.49648 -2.94002 0.0 0.0 0.0 0.00
H 0.20876 -4.96039 -3.54417 0.0 0.0 0.0 0.00
H 0.22978 -3.07448 -0.50733 0.0 -0.1 0.0 0.00
H 1.29214 -3.78252 -1.73259 0.0 0.0 0.0 0.00
H 0.14008 -4.81110 -0.84972 0.0 0.0 0.0 0.00
```
Forces are in eV/Å.

=====

Record 3
Entry from the Open Molecules 2025 dataset: an isolated ion of composition C28H38N and charge +1 in a non-equilibrium geometry (ωB97M-V/def2-TZVPD).

Summary:
ΔE to the lowest compared entry with this formula, charge and spin ... 0.0 kJ/mol
Highest occupied orbital energy ... -11.077 eV
Kohn-Sham gap ... 7.12 eV
Charge ... +1
SMILES ... CC1=CC(C)=[NH+][C@@H]1[C@H](C[C@@H](C)c1c(C)cc(C)cc1C)c1c(C)cc(C)cc1C
Lowest unoccupied orbital energy ... -3.95 eV

```
67
Properties=species:S:1:pos:R:3:forces:R:3:lowdin_charge:R:1
C -5.52614 1.76103 0.50953 -0.3 0.2 0.0 -0.05
C -4.57927 0.76046 -0.08056 0.4 -0.2 0.1 -0.28
C -4.04003 -0.25471 0.71593 0.0 0.0 -0.2 -0.04
C -3.02195 -1.09899 0.26012 -0.1 0.5 -0.2 -0.21
C -2.63163 -2.24989 1.15044 0.0 -0.1 0.6 -0.03
C -2.47580 -0.86632 -1.02107 -0.4 -0.4 -0.1 -0.12
C -1.25701 -1.60425 -1.55591 0.0 -0.1 -0.3 -0.31
C -1.59630 -3.03634 -1.99884 0.0 -0.1 0.0 -0.03
C -0.02159 -1.65124 -0.64933 0.1 -0.2 0.0 -0.13
C 0.52964 -0.27588 -0.18168 0.9 -0.5 -1.9 -0.17
C 2.05087 -0.12953 -0.44749 -0.2 -0.1 0.1 -0.10
C 2.54468 1.09474 -0.93712 0.3 -0.3 0.3 -0.20
C 1.62115 2.15957 -1.46442 0.0 0.4 -0.1 -0.03
C 3.92354 1.33603 -0.90413 -0.3 -0.1 0.0 0.00
C 4.81933 0.36471 -0.46116 -0.1 0.0 -0.1 -0.27
C 6.28383 0.66289 -0.34335 0.3 0.0 -0.1 -0.05
C 4.32898 -0.89383 -0.12847 -0.3 0.2 0.1 0.00
C 2.95584 -1.15109 -0.08275 0.1 0.4 -0.2 -0.21
C 2.54085 -2.51569 0.40504 0.3 -0.4 0.1 -0.04
C -3.18381 -0.02162 -1.90334 0.5 0.0 0.3 -0.21
C -2.88430 -0.00249 -3.37978 0.0 0.3 -0.3 -0.04
C -4.17800 0.81765 -1.41388 -0.3 0.1 0.2 -0.01
H -5.99769 2.35582 -0.27932 0.0 -0.1 0.2 0.08
H -6.30975 1.27172 1.09745 0.1 0.1 -0.1 0.09
H -5.00454 2.45841 1.18140 -0.1 -0.2 -0.2 0.08
H -4.41633 -0.39286 1.73254 0.0 0.0 -0.2 0.12
H -2.88440 -3.22189 0.70045 0.1 0.3 0.1 0.09
H -1.56963 -2.26722 1.42864 -0.3 -0.2 -0.1 0.05
H -3.18100 -2.17501 2.10027 0.1 -0.1 -0.3 0.09
H -0.91213 -1.06676 -2.45242 -0.2 -0.1 0.2 0.13
H -2.44745 -3.04448 -2.69282 0.2 0.0 0.2 0.09
H -0.72623 -3.49879 -2.49442 -0.3 0.1 0.1 0.09
H -1.85557 -3.65038 -1.12387 0.1 0.1 -0.3 0.07
H -0.21613 -2.32396 0.19869 0.3 0.2 -0.3 0.10
H 0.75004 -2.13662 -1.26580 -0.3 0.2 0.3 0.11
H 0.01814 0.46513 -0.80939 0.1 -0.1 0.2 0.13
H 2.20352 3.03045 -1.78937 -0.2 -0.2 0.1 0.09
H 1.04408 1.81002 -2.33502 0.1 0.1 0.3 0.10
H 0.91699 2.51200 -0.69700 0.1 -0.1 -0.2 0.07
H 4.30069 2.31317 -1.21503 -0.1 -0.3 0.0 0.13
H 6.81004 -0.19115 0.09210 0.0 0.2 -0.1 0.08
H 6.72841 0.87159 -1.32371 -0.1 0.0 0.2 0.09
H 6.47005 1.53930 0.29086 -0.1 -0.2 -0.1 0.09
H 5.02417 -1.68417 0.15935 -0.1 0.2 0.0 0.12
H 3.41596 -3.03900 0.81185 -0.2 0.2 0.0 0.09
H 1.79126 -2.47882 1.20726 0.0 -0.2 -0.3 0.07
H 2.15562 -3.15314 -0.40324 0.0 0.2 0.4 0.09
H -3.59572 0.66960 -3.87738 0.2 -0.2 0.0 0.08
H -1.87354 0.37025 -3.60339 -0.2 -0.1 0.0 0.08
H -2.98976 -1.00120 -3.83008 0.1 0.3 0.1 0.09
H -4.64840 1.53697 -2.09319 0.1 -0.3 0.2 0.12
C -1.57053 2.00403 1.10582 -0.3 0.8 -0.5 0.00
C -0.25589 1.50130 1.52296 0.9 -0.4 1.0 -0.14
C 0.20769 0.06042 1.25152 -0.7 0.9 2.3 -0.15
N 1.35617 0.00207 2.17750 0.3 0.7 0.5 0.16
C 1.66435 1.19120 2.70016 -0.3 -2.0 -1.2 -0.22
C 2.89947 1.42334 3.46155 0.2 0.5 0.5 0.03
C 0.66157 2.12156 2.34361 -0.9 0.2 -0.9 0.06
H -1.66217 3.08291 1.30690 0.1 -0.4 -0.1 0.11
H -1.74497 1.83523 0.03152 -0.1 -0.1 0.3 0.10
H -2.38791 1.49932 1.65144 0.5 0.0 -0.2 0.10
H -0.57984 -0.62846 1.61634 0.3 0.4 0.0 0.16
H 1.90119 -0.83307 2.36026 0.0 0.3 -0.3 0.16
H 2.93750 2.48659 3.71040 0.1 -0.2 0.2 0.10
H 2.91525 0.83138 4.38404 0.0 0.1 -0.1 0.11
H 3.80019 1.18401 2.88253 -0.3 -0.1 -0.1 0.11
H 0.65433 3.15395 2.69026 -0.1 -0.3 -0.1 0.14
```
Forces are in eV/Å.

=====

| no. | molecular weight (g mol⁻¹) |
| --- | --- |
| 1 | 870.53 |
| 2 | 736.44 |
| 3 | 388.62 |